Density functional theory data (ωB97M-V/def2-TZVPD) for a structure of composition C6H5NOS3 at a distorted geometry.

Each line ends with the natural charge from an NBO analysis.
Cartesian coordinates (Å):
C: 0.08 1.24 0.73  0.245
C: 1.19 -1.51 -0.11  0.024
C: -2.09 0.13 0.80  -0.177
C: 0.66 -2.59 -0.19  -0.244
C: 0.87 0.87 -0.57  -0.463
C: 1.83 -0.21 -0.26  -0.483
N: -0.99 0.70 1.21  -0.423
O: -2.79 2.09 -0.98  -0.805
S: -2.68 -1.45 1.14  -0.069
S: -0.04 -4.11 -0.15  0.196
S: -3.28 0.86 -0.33  1.030
H: 0.58 2.02 1.29  0.188
H: 0.16 0.53 -1.31  0.242
H: 1.53 1.78 -0.88  0.233
H: 2.35 0.04 0.73  0.239
H: 2.62 -0.38 -1.12  0.267

## Properties
- LUMO energy (alpha / beta): -0.066 / -0.089 Eh
- Energy relative to the best compared isomer or geometry (same formula, charge and spin): 121.55 kcal/mol
- HOMO level (alpha / beta): -0.32870 / -0.31859 Eh
- HOMO-LUMO gap (alpha / beta): 7.16 / 6.24 eV
- 2S+1: 1
- Charge: 0



Density functional theory data (ωB97M-V/def2-TZVPD) for a structure of composition C4H3CoO4 at a distorted geometry.

Each line ends with the Mulliken spin population.
Cartesian coordinates (Å):
O: 2.62 -0.36 -0.39  0.042
C: 2.44 -1.37 -0.88  0.013
Co: 2.97 1.34 0.56  2.919
C: 0.88 0.48 4.32  0.000
C: 1.17 0.74 2.90  -0.001
O: 2.08 0.03 2.45  0.017
C: 2.37 -1.12 3.64  -0.002
O: 1.63 -0.70 4.61  0.003
O: 3.10 -2.00 3.46  0.005
H: -0.19 0.31 4.49  0.000
H: 1.24 1.31 4.95  0.000
H: 0.64 1.46 2.26  0.003

## Properties
- LUMO energy (alpha / beta): -0.632 / -0.690 Eh
- HOMO level (alpha / beta): -0.93178 / -0.93162 Eh
- HOMO-LUMO gap (alpha / beta): 8.17 / 6.57 eV
- 2S+1: 4
- Charge: +3



Density functional theory data (ωB97M-V/def2-TZVPD) for a structure of composition C40H46BrN4O2Ta.

Each line ends with the Löwdin charge.
Cartesian coordinates (Å):
Ta: -1.29 1.62 0.29  1.715
C: 5.27 -1.91 -0.11  -0.027
C: 5.19 -0.53 -0.78  -0.549
C: 6.45 0.26 -0.42  -0.048
C: 5.13 -0.70 -2.30  -0.026
C: 3.92 0.17 -0.31  -0.100
C: 2.70 -0.39 -0.53  0.076
C: 1.53 0.30 -0.09  -0.139
N: 0.26 -0.05 -0.24  0.050
C: -0.30 -1.18 -0.74  -0.160
C: 0.30 -2.43 -1.00  0.067
C: -0.45 -3.44 -1.55  -0.113
C: -1.82 -3.16 -1.82  0.119
C: -2.49 -1.98 -1.55  -0.060
C: -1.69 -1.00 -0.99  -0.191
O: -2.16 0.22 -0.63  -0.236
C: -3.98 -1.78 -1.82  -0.530
C: -4.18 -0.60 -2.78  -0.025
C: -4.70 -1.50 -0.49  -0.021
C: -4.60 -3.03 -2.45  -0.049
C: 0.16 -4.81 -1.81  -0.550
C: -0.78 -5.73 -2.59  -0.049
C: 1.46 -4.64 -2.62  -0.034
C: 0.49 -5.46 -0.45  -0.028
C: 1.64 1.62 0.53  -0.183
O: 0.49 2.19 0.82  -0.250
C: 2.88 2.21 0.77  -0.058
C: 3.95 1.44 0.36  0.126
C: 3.16 3.57 1.43  -0.531
C: 4.02 4.41 0.48  -0.027
C: 1.90 4.37 1.78  -0.047
C: 3.93 3.30 2.74  -0.024
H: 6.18 -2.43 -0.43  0.100
H: 4.42 -2.54 -0.40  0.075
H: 5.29 -1.84 0.97  0.098
H: 7.33 -0.28 -0.77  0.100
H: 6.57 0.38 0.66  0.096
H: 6.47 1.25 -0.89  0.095
H: 6.03 -1.20 -2.65  0.100
H: 5.06 0.26 -2.81  0.099
H: 4.27 -1.31 -2.61  0.080
H: 2.62 -1.31 -1.08  0.103
H: 1.32 -2.63 -0.72  0.104
H: -2.40 -3.96 -2.26  0.099
H: -3.81 0.34 -2.38  0.071
H: -5.25 -0.48 -2.99  0.098
H: -3.68 -0.79 -3.74  0.099
H: -4.33 -0.61 0.01  0.070
H: -4.60 -2.35 0.20  0.098
H: -5.77 -1.36 -0.68  0.099
H: -4.14 -3.28 -3.40  0.098
H: -5.66 -2.83 -2.64  0.099
H: -4.55 -3.89 -1.79  0.097
H: -1.06 -5.31 -3.56  0.099
H: -1.69 -5.96 -2.03  0.092
H: -0.28 -6.68 -2.78  0.098
H: 1.28 -4.11 -3.55  0.099
H: 1.87 -5.62 -2.86  0.098
H: 2.22 -4.11 -2.05  0.070
H: -0.41 -5.61 0.14  0.096
H: 1.18 -4.85 0.12  0.082
H: 0.95 -6.43 -0.61  0.099
H: 4.94 1.86 0.54  0.107
H: 3.50 4.60 -0.46  0.099
H: 4.98 3.95 0.25  0.084
H: 4.23 5.38 0.95  0.100
H: 1.30 4.61 0.90  0.085
H: 2.23 5.32 2.21  0.100
H: 1.27 3.88 2.51  0.087
H: 4.88 2.79 2.56  0.087
H: 3.34 2.70 3.43  0.097
H: 4.16 4.25 3.22  0.101
Br: -0.93 0.09 2.56  0.998
C: -2.30 0.86 3.64  -0.537
C: -2.40 0.49 4.94  -0.083
C: -3.48 1.03 5.69  -0.036
C: -4.39 1.85 5.07  0.005
C: -4.27 2.19 3.70  -0.145
C: -5.25 2.97 3.04  0.013
C: -5.14 3.25 1.72  -0.040
C: -4.00 2.82 0.99  -0.108
C: -2.99 2.08 1.58  -0.250
C: -3.16 1.72 2.95  -0.240
H: -1.70 -0.19 5.40  0.117
H: -3.58 0.78 6.73  0.123
H: -5.23 2.23 5.63  0.129
H: -6.10 3.32 3.61  0.132
H: -5.90 3.82 1.21  0.121
H: -3.96 3.10 -0.05  0.081
N: -1.61 3.13 -0.87  -0.061
C: -1.95 4.20 -1.36  -0.222
N: -2.27 5.20 -1.91  0.205
C: -2.78 6.41 -1.97  -0.259
N: -3.23 7.47 -2.04  0.202

## Properties
- LUMO energy (alpha / beta): -0.325 / -0.325 Eh
- Energy relative to the best compared isomer or geometry (same formula, charge and spin): 0.00 kcal/mol
- HOMO level (alpha / beta): -0.50135 / -0.50135 Eh
- HOMO-LUMO gap (alpha / beta): 4.79 / 4.79 eV
- 2S+1: 1
- Charge: +2



Density functional theory data (ωB97M-V/def2-TZVPD) for a structure of composition C24H42O25PdS4 at a distorted geometry.

Each line ends with the Mulliken spin population.
Cartesian coordinates (Å):
Pd: -2.31 0.84 1.61  1.551
S: 0.01 0.15 0.25  0.026
O: 0.06 0.18 -1.17  0.022
O: -1.07 -0.64 0.75  0.084
O: 1.31 -0.28 0.87  0.021
O: -0.49 1.43 0.75  0.145
C: 1.11 -2.22 3.04  0.003
C: 2.46 -2.74 2.54  0.000
O: 2.41 -4.16 2.82  0.000
C: 1.59 -4.35 3.79  0.000
O: 1.40 -5.42 4.45  0.000
O: 0.83 -3.30 3.97  0.000
H: 0.31 -2.21 2.30  -0.009
H: 1.27 -1.25 3.51  0.002
H: 3.21 -2.26 3.17  0.000
H: 2.56 -2.49 1.48  0.000
C: 3.22 2.19 0.38  0.000
C: 2.50 2.98 -0.68  0.009
O: 2.51 4.34 -0.30  0.000
C: 3.29 4.46 0.84  0.000
O: 3.59 5.54 1.32  0.000
O: 3.84 3.28 1.17  0.000
H: 3.88 1.46 -0.09  0.001
H: 2.46 1.69 0.99  -0.001
H: 1.49 2.61 -0.87  -0.004
H: 3.08 2.85 -1.59  0.000
C: 1.13 1.80 -4.42  0.000
C: 0.42 2.65 -5.47  0.000
O: 1.30 3.63 -5.78  0.000
C: 2.48 3.49 -5.13  0.000
O: 3.51 4.17 -5.36  0.000
O: 2.42 2.50 -4.19  0.000
H: 1.38 0.82 -4.83  0.000
H: 0.46 1.70 -3.57  0.000
H: -0.49 3.08 -5.05  0.000
H: 0.18 2.01 -6.32  0.000
C: -2.43 -1.92 -4.20  0.000
C: -1.40 -0.86 -3.79  0.003
O: -2.19 0.27 -4.10  0.000
C: -3.35 0.02 -4.67  0.000
O: -4.23 0.86 -4.91  0.000
O: -3.46 -1.27 -4.83  0.000
H: -2.74 -2.42 -3.28  0.000
H: -2.08 -2.69 -4.88  0.000
H: -0.44 -0.92 -4.29  0.000
H: -1.38 -0.92 -2.70  -0.003
C: -1.17 -3.65 0.21  0.002
C: -2.34 -3.84 -0.75  0.000
O: -2.13 -5.20 -1.11  0.000
C: -1.52 -5.86 -0.26  0.000
O: -1.42 -7.07 -0.15  0.000
O: -0.89 -4.96 0.59  0.000
H: -1.56 -2.99 0.99  -0.002
H: -0.30 -3.21 -0.28  -0.001
H: -2.23 -3.15 -1.58  0.000
H: -3.30 -3.62 -0.28  0.000
C: 2.34 -0.99 -2.59  0.001
C: 3.16 -1.48 -1.39  -0.001
O: 4.39 -1.84 -2.08  0.000
C: 4.13 -2.08 -3.43  0.000
O: 4.91 -2.48 -4.30  0.000
O: 2.93 -1.68 -3.66  0.000
H: 2.53 0.07 -2.78  0.000
H: 1.25 -1.03 -2.57  -0.002
H: 2.73 -2.27 -0.78  0.000
H: 3.30 -0.56 -0.83  0.000
C: -2.32 3.21 -1.73  -0.003
S: -2.83 3.92 -0.09  0.017
O: -3.02 2.77 0.87  0.045
C: -1.21 4.63 0.35  0.000
H: -1.82 3.99 -2.31  0.000
H: -3.17 2.79 -2.27  0.000
H: -1.68 2.33 -1.62  0.002
H: -1.54 5.36 1.09  0.000
H: -0.71 5.20 -0.43  0.000
H: -0.54 3.89 0.81  0.002
C: -1.98 -2.04 5.12  0.001
S: -3.36 -1.56 3.94  0.005
O: -2.66 -1.02 2.72  0.017
C: -3.87 -3.28 3.54  0.004
H: -1.70 -3.07 4.89  0.000
H: -2.26 -2.03 6.18  0.000
H: -1.05 -1.48 5.02  0.000
H: -3.95 -3.80 4.50  0.001
H: -3.11 -3.79 2.95  -0.001
H: -4.87 -3.35 3.11  0.000
C: -0.83 3.03 5.77  0.007
S: -0.80 2.70 3.95  0.000
O: -1.58 1.43 3.57  0.056
C: 0.99 2.48 3.81  -0.001
H: -1.84 3.11 6.19  0.000
H: -0.46 4.02 6.02  0.001
H: -0.34 2.32 6.43  0.000
H: 1.15 2.55 2.74  0.002
H: 1.40 1.56 4.22  -0.001
H: 1.55 3.34 4.18  0.000

## Properties
- LUMO energy (alpha / beta): -0.021 / -0.079 Eh
- Energy relative to the best compared isomer or geometry (same formula, charge and spin): 14.79 kcal/mol
- HOMO level (alpha / beta): -0.36715 / -0.37648 Eh
- HOMO-LUMO gap (alpha / beta): 9.42 / 8.09 eV
- 2S+1: 3
- Charge: 0



Density functional theory data (ωB97M-V/def2-TZVPD) for a structure of composition C26H37As2NO8S3Sn at a distorted geometry.

Each line ends with the Löwdin charge.
Cartesian coordinates (Å):
Sn: -0.73 -0.96 -1.97  1.035
C: -4.34 -1.05 -2.13  -0.488
C: -4.14 -1.75 -3.42  -0.464
S: -2.46 -1.50 -4.13  0.817
C: -1.59 -3.09 -4.57  -0.454
C: -1.47 -4.10 -3.47  -0.460
S: -0.61 -3.58 -1.95  0.819
C: -1.79 -3.77 -0.55  -0.470
C: -3.17 -3.17 -0.69  -0.459
S: -3.14 -1.36 -0.80  0.825
H: -4.33 0.07 -2.23  0.121
H: -5.32 -1.26 -1.70  0.109
H: -4.37 -2.80 -3.33  0.084
H: -4.82 -1.37 -4.19  0.106
H: -2.19 -3.43 -5.41  0.103
H: -0.61 -2.76 -4.93  0.085
H: -2.48 -4.47 -3.21  0.099
H: -0.89 -4.93 -3.86  0.099
H: -1.79 -4.83 -0.31  0.101
H: -1.26 -3.30 0.33  0.105
H: -3.67 -3.62 -1.57  0.081
H: -3.76 -3.31 0.23  0.108
N: 2.13 -0.42 -4.70  0.104
C: 2.95 -0.61 -3.60  -0.341
C: 3.69 0.45 -3.06  -0.039
C: 4.44 0.27 -1.90  -0.075
C: 4.63 -0.99 -1.38  -0.107
C: 4.00 -2.10 -1.94  -0.093
C: 3.18 -1.91 -3.06  -0.067
H: 2.00 0.48 -5.15  0.100
H: 1.63 -1.21 -4.99  0.051
H: 3.67 1.43 -3.55  0.113
H: 4.76 1.15 -1.37  0.111
H: 5.30 -1.08 -0.54  0.106
H: 4.15 -3.11 -1.53  0.115
H: 2.65 -2.77 -3.51  0.102
C: 0.81 2.83 -2.94  -0.057
O: 0.34 2.63 -1.61  -0.121
C: 1.29 2.72 -0.61  -0.520
O: 2.43 3.09 -0.73  0.137
C: 0.70 2.08 0.57  -0.384
C: 1.37 1.28 1.43  -0.341
As: 2.24 2.44 2.82  1.384
C: 3.36 1.12 3.82  -0.272
C: 0.40 2.32 3.76  -0.240
C: -0.79 2.63 3.22  -0.288
As: -1.12 2.42 1.23  1.311
C: -1.08 4.40 0.84  -0.238
C: -2.00 3.26 3.85  -0.483
O: -1.98 4.26 4.58  0.139
O: -3.21 2.73 3.48  -0.072
C: -3.48 1.34 3.24  -0.107
C: 0.84 2.56 5.15  -0.507
O: 1.98 2.98 5.26  0.036
O: 0.03 2.37 6.21  -0.006
C: -1.02 1.42 6.37  -0.012
C: 1.29 -0.19 1.40  -0.452
O: 0.44 -0.76 0.67  -0.141
O: 2.27 -0.86 2.04  -0.058
C: 2.33 -2.31 1.75  0.011
H: 0.38 2.06 -3.61  0.073
H: 1.93 2.78 -3.03  0.088
H: 0.52 3.82 -3.33  0.109
H: 3.89 0.47 3.11  0.024
H: 2.67 0.49 4.42  0.038
H: 3.99 1.64 4.56  0.042
H: -0.64 4.90 1.70  0.037
H: -2.17 4.70 0.65  0.059
H: -0.58 4.58 -0.14  0.031
H: -4.27 0.95 3.95  0.115
H: -2.67 0.64 3.45  0.072
H: -3.84 1.19 2.23  0.060
H: -1.74 1.99 7.01  0.129
H: -0.72 0.51 6.88  0.102
H: -1.50 1.26 5.44  0.047
H: 3.38 -2.55 1.46  0.106
H: 1.67 -2.58 0.93  0.059
H: 2.00 -2.84 2.66  0.106

## Properties
- LUMO energy (alpha / beta): -0.249 / -0.249 Eh
- HOMO level (alpha / beta): -0.45967 / -0.45229 Eh
- HOMO-LUMO gap (alpha / beta): 5.74 / 5.53 eV
- 2S+1: 1
- Charge: +2



What total energy values result from the calculations? In sequence: -1556.00069, -1836.43964, -4551.90416, -4541.14387, -7549.26633 hartree.
What molecular weight values result from the calculations? In sequence: 203.3, 174.0, 875.7, 965.3, 856.3 g mol⁻¹.